Entry 1:
Here is a 2-piece molecular cluster, C5H10O overall from the Open Molecules 2025 dataset. Energies are from wB97M-V/def2-TZVPD.

Each line ends with the Löwdin charge.
Element x y z (Å)
C -1.968 -0.442 -2.149  -0.01
C -1.498 0.181 -1.083  -0.26
C -2.235 0.439 0.181  -0.12
H -1.488 -0.356 -3.116  0.05
H -2.863 -1.044 -2.138  0.05
H -0.508 0.602 -1.121  0.08
H -3.234 -0.011 0.177  0.07
H -1.710 0.111 1.083  0.06
H -2.501 1.487 0.353  0.07
C 2.810 -0.068 1.739  -0.05
C 2.229 -0.243 0.352  -0.32
O 2.887 -0.088 -0.643  0.04
H 3.547 0.728 1.620  0.08
H 3.280 -0.986 2.077  0.08
H 2.052 0.331 2.413  0.07
H 1.201 -0.643 0.253  0.10

Forces on atoms 1 to 6 (eV/Å):
C -0.03 -0.09 -0.36
C -0.02 0.40 0.13
C -0.99 -0.36 0.71
H 0.39 -0.36 0.15
H -0.44 0.27 0.10
H 0.23 0.44 -0.28

As for the structure (SMILES): C=CC.CC=O. The value obtained for the HOMO-LUMO gap is 10.5697 eV. For the energy above the lowest of the compared OMol25 structures with the same formula, charge and spin, the calculation gives 37.07 kcal per mole. The calculation puts the HOMO energy at -9.624 eV. The calculation puts the LUMO energy at 0.9458 eV.

---

Entry 2:
Here is one molecule with the formula C5H10O from the Open Molecules 2025 dataset. Energies are from wB97M-V/def2-TZVPD.

Each line ends with the Löwdin charge.
Element x y z (Å)
C -2.751 0.308 0.885  0.01
C -1.806 -0.479 0.422  -0.20
C -0.847 -0.014 -0.601  -0.20
O 0.230 0.176 0.380  -0.17
C 1.499 -0.446 0.245  -0.29
C 2.387 0.463 -0.562  -0.09
H -3.355 -0.056 1.692  0.05
H -2.953 1.275 0.426  0.06
H -1.485 -1.417 0.865  0.11
H -0.799 -0.760 -1.444  0.14
H -1.231 0.930 -1.042  0.12
H 1.364 -1.415 -0.242  0.11
H 1.985 -0.610 1.227  0.12
H 3.368 0.008 -0.693  0.07
H 2.508 1.416 -0.037  0.08
H 1.888 0.621 -1.521  0.08

Forces on atoms 1 to 6 (eV/Å):
C -0.48 -0.28 -0.04
C -0.37 -0.13 -0.50
C -0.31 -0.25 0.56
O 0.37 0.27 -0.72
C 0.05 0.10 -0.39
C 0.06 -0.07 -0.13

As for the structure (SMILES): C=CCOCC. The value obtained for the HOMO-LUMO gap is 10.3473 eV. For the energy above the lowest of the compared OMol25 structures with the same formula, charge and spin, the calculation gives 49.84 kcal per mole. The calculation puts the HOMO energy at -9.179 eV. The calculation puts the LUMO energy at 1.1688 eV.

---

Number 1: electronic energy -7393.1577 eV. Number 2: electronic energy -7392.6040 eV.